(1)
DFT (wB97M-V/def2-TZVPD) results for an isolated molecule of C4H7NO2.

Each line ends with the Mulliken charge.
Element x y z (Å)
C  -1.9329  -1.3495  0.5559  -0.7581
N  -0.8829  -0.5593  -0.0567  -0.3742
C  -0.7918  0.6405  0.3105  0.1086
O  0.1053  1.5212  -0.1887  -0.3185
C  1.1622  1.0809  -0.9931  0.6035
O  1.2985  1.5654  -2.0756  -0.4984
C  2.1285  0.1536  -0.3139  -0.7710
H  -2.5467  -0.7826  1.2733  0.3042
H  -2.5909  -1.7450  -0.2245  0.2530
H  -1.4934  -2.2076  1.0744  0.2567
H  -1.4314  1.1415  1.0449  0.3499
H  2.7191  0.7342  0.4041  0.2599
H  2.7960  -0.2701  -1.0639  0.2682
H  1.6069  -0.6402  0.2205  0.3162

Results
Energy ... -361.83802 Ha
Maximum force ... 0.60 eV/A
Energy relative to the best compared isomer or geometry (same formula, charge and spin) ... 26.9 kcal/mol
Frontier orbital gap ... 0.41619 Eh

=====

(2)
DFT (wB97M-V/def2-TZVPD) results for a cluster of 2 separate species, C7H15NO in total.

Each line ends with the Mulliken charge.
Element x y z (Å)
C  0.3321  -1.3656  -0.0995  0.7465
C  -1.7315  -0.6868  -0.1725  -0.1890
C  0.6859  -1.0499  -1.5145  -0.9744
C  1.3600  -1.5354  0.9557  -1.1614
C  -2.9722  -1.0889  -0.8716  -0.9488
O  -0.9176  -1.6824  0.2863  -0.3795
H  -1.3685  0.3246  -0.1099  0.3711
H  1.5490  -1.6553  -1.8246  0.3817
H  -0.1550  -1.2539  -2.1781  0.2797
H  0.9753  -0.0052  -1.6780  0.1406
H  1.0743  -2.3599  1.6186  0.3529
H  1.4431  -0.6401  1.5859  0.2027
H  2.3443  -1.7387  0.5291  0.3342
H  -3.6951  -0.2705  -0.8716  0.3392
H  -3.4209  -1.9481  -0.3611  0.2788
H  -2.8222  -1.3952  -1.9180  0.2104
C  1.6958  2.5447  0.3224  -1.0482
C  0.3872  2.2535  0.9834  0.1309
N  0.3168  1.5860  2.0569  -0.6102
H  -0.6478  1.4471  2.3600  0.2558
H  -0.4992  2.6468  0.4664  0.4171
H  1.7060  2.1311  -0.6904  0.1931
H  1.8424  3.6247  0.2294  0.3754
H  2.5176  2.1174  0.8956  0.3014

Results
Energy ... -405.56146 Ha
Maximum force ... 1.37 eV/A
Energy relative to the best compared isomer or geometry (same formula, charge and spin) ... 110.3 kcal/mol
Frontier orbital gap (spin up / spin down) ... 0.29393 / 0.27534 Eh

=====

(3)
DFT (wB97M-V/def2-TZVPD) results for a structure of composition C37H54BaN6O4P.

Each line ends with the Mulliken charge.
Element x y z (Å)
Ba  -1.9908  1.1666  -0.8975  2.0551
C  4.4596  0.3789  -2.8384  -1.7990
C  3.2441  -0.3308  -2.2439  0.0199
C  3.4328  -0.5592  -0.7443  -0.9302
C  2.6411  -1.6914  -0.0721  2.1606
C  3.0627  -1.7348  1.3943  -1.8918
C  2.8683  -3.0372  -0.7507  -2.0869
N  1.1467  -1.3605  -0.1364  3.5979
C  0.2697  -2.3911  0.5072  -0.7956
C  -1.1327  -1.9509  0.9022  -1.2286
N  -2.1322  -1.7674  -0.1545  1.2981
C  -3.3916  -1.3835  0.5290  -1.1213
C  -4.4549  -0.6737  -0.3356  0.8112
O  -5.6146  -0.7058  0.0257  -0.7455
O  -3.9637  -0.0114  -1.3272  -1.0618
C  -2.2715  -3.0229  -0.9665  0.0106
C  -3.7184  -3.4363  -1.2529  -2.0711
C  -1.3956  -3.1134  -2.2383  -0.5838
C  -1.5878  -2.2521  -3.5099  2.0407
C  -1.1726  -3.1293  -4.7028  -2.1302
C  -3.0155  -1.7945  -3.7840  -2.0273
N  -0.7495  -1.0136  -3.3867  -0.0164
C  0.6195  -1.1568  -3.9036  -0.4309
C  1.4120  0.1353  -3.8045  -1.7700
N  1.9732  0.3598  -2.4786  1.1666
C  1.9498  1.7745  -2.1013  -1.4294
C  0.6115  2.0136  -1.4251  1.1993
O  -0.2451  2.7854  -1.8978  -0.9976
O  0.3987  1.2671  -0.4109  -0.8211
H  5.3440  -0.2576  -2.7931  0.4884
H  4.6859  1.2973  -2.2930  0.3007
H  4.2942  0.6406  -3.8840  0.3422
H  3.1466  -1.3030  -2.7364  0.4039
H  3.2182  0.3694  -0.2055  -0.5656
H  4.4849  -0.7808  -0.5509  0.8963
H  4.1469  -1.8305  1.4425  0.5220
H  2.6472  -2.5798  1.9400  0.5083
H  2.7877  -0.8126  1.9074  0.3219
H  3.9350  -3.1694  -0.9315  0.4244
H  2.3597  -3.1054  -1.7145  0.2884
H  2.5338  -3.8681  -0.1302  0.4396
H  0.8989  -1.1735  -1.1214  -1.2011
H  0.9988  -0.4209  0.2703  -1.1931
H  0.7682  -2.6760  1.4290  0.5349
H  0.2582  -3.2650  -0.1360  0.4703
H  -1.0555  -1.0228  1.4779  0.0891
H  -1.4680  -2.7276  1.6104  0.3242
H  -3.1349  -0.6693  1.3226  0.3519
H  -3.8643  -2.2254  1.0413  0.3073
H  -1.8750  -3.8306  -0.3297  0.3672
H  -4.3259  -2.6438  -1.6767  0.3456
H  -4.2174  -3.7992  -0.3566  0.5427
H  -3.7109  -4.2583  -1.9691  0.4502
H  -1.4992  -4.1602  -2.5393  0.6392
H  -0.3384  -3.0092  -1.9737  -0.6975
H  -1.8985  -3.9347  -4.8170  0.5306
H  -0.1915  -3.5901  -4.5758  0.4036
H  -1.1694  -2.5580  -5.6329  0.3745
H  -3.6878  -2.6462  -3.8687  0.3987
H  -3.0413  -1.2734  -4.7457  0.6141
H  -3.3973  -1.1269  -3.0153  0.1063
H  -1.1973  -0.3114  -3.9713  0.5345
H  0.6296  -1.4787  -4.9486  0.7618
H  1.1298  -1.9472  -3.3415  -0.1568
H  0.7464  0.9700  -4.0401  0.4842
H  2.1922  0.1420  -4.5782  0.4008
H  2.0843  2.4417  -2.9569  0.5080
H  2.7274  1.9996  -1.3708  0.0518
N  -1.2952  2.8852  2.9579  0.1373
P  -0.1232  1.7070  2.5357  0.9593
C  0.5297  1.3034  4.1862  0.1720
C  1.2236  2.2170  4.9820  -0.4307
C  1.6577  1.8573  6.2463  -0.7957
C  1.4117  0.5759  6.7282  -0.5356
C  0.7293  -0.3419  5.9467  -0.6802
C  0.2901  0.0234  4.6801  -0.3968
C  1.2099  2.7735  1.8816  -0.0430
C  2.5400  2.3815  2.0255  -0.2047
C  3.5584  3.0874  1.4008  -0.8556
C  3.2575  4.1974  0.6218  -0.6758
C  1.9369  4.6009  0.4827  -0.6433
C  0.9202  3.8937  1.1098  -0.3475
C  -2.6066  3.0334  2.5478  0.3786
C  -3.4127  3.9443  3.2546  -1.0191
C  -4.7207  4.0871  2.8795  -0.3786
C  -5.2082  3.3296  1.8157  -1.0772
C  -4.3547  2.4889  1.1490  -0.1216
N  -3.0513  2.3415  1.5045  0.2528
H  -1.0474  3.5002  3.7207  0.2829
H  1.4419  3.2100  4.6043  0.4397
H  2.1938  2.5715  6.8572  0.4181
H  1.7559  0.2973  7.7155  0.3947
H  0.5348  -1.3383  6.3210  0.4425
H  -0.2556  -0.6904  4.0722  0.3263
H  2.7917  1.5388  2.6592  0.4835
H  4.5883  2.7819  1.5385  0.4158
H  4.0502  4.7555  0.1407  0.4330
H  1.6934  5.4690  -0.1162  0.4693
H  -0.1080  4.2107  0.9816  0.3728
H  -3.0001  4.5049  4.0829  0.4307
H  -5.3709  4.7708  3.4086  0.4184
H  -6.2434  3.3919  1.5122  0.4689
H  -4.7155  1.8702  0.3336  0.3737

Results
Energy ... -2438.61474 Ha
Maximum force ... 1.34 eV/A
Energy relative to the best compared isomer or geometry (same formula, charge and spin) ... 0.0 kcal/mol
Frontier orbital gap ... 0.33171 Eh
Total charge ... +1